(1)
Density functional theory data (ωB97M-V/def2-TZVPD) for a cluster of 2 separate species, C4H12NO2 in total in a non-equilibrium geometry.

- ΔE to the lowest compared entry with this formula, charge and spin (eV) = 1.423
- energy (eV) = -9926.8012
- orbital gap (eV) = 6.061
- E_LUMO (eV) = 3.53
- largest force on an atom (eV/A) = 1.42
- total charge = -1
- 2S+1 = 1
- E_HOMO (eV) = -2.53

Each line ends with the Mulliken charge.
Atoms and positions in Å:
C (-0.82893, 1.97879, -1.35686)  -0.955
C (0.59720, 2.21238, -0.77231)  -0.492
N (0.96059, 1.30770, 0.28463)  -0.304
C (0.69959, -0.12109, 0.13135)  -0.647
C (-0.18054, -0.64752, 1.34774)  0.524
O (0.25945, -0.14571, 2.48135)  -0.870
H (-1.28342, 2.93966, -1.63995)  0.356
H (-0.85216, 1.40013, -2.28324)  0.305
H (-1.49254, 1.46624, -0.66565)  0.222
H (0.68572, 3.24335, -0.42312)  0.362
H (1.30266, 2.15701, -1.60204)  0.240
H (0.54232, 1.52258, 1.18386)  0.222
H (0.32279, -0.30257, -0.88847)  0.206
H (1.62024, -0.70865, 0.25428)  0.314
H (-0.11350, -1.77516, 1.20846)  -0.555
H (-1.26747, -0.41606, 1.10341)  0.108
H (-0.51299, -5.44370, 0.65144)  0.301
H (-0.06913, -4.03532, 0.83374)  0.320
O (-0.38987, -4.63207, 0.15138)  -0.659

Forces on atoms 1 to 3 (eV/Å):
-0.10 0.68 -0.52
-0.85 -0.61 -0.16
0.43 0.03 0.32



(2)
Density functional theory data (ωB97M-V/def2-TZVPD) for a cluster of 2 separate species, C4H12NO2 in total in a non-equilibrium geometry.

- ΔE to the lowest compared entry with this formula, charge and spin (eV) = 1.009
- energy (eV) = -9923.0156
- orbital gap (alpha / beta) (eV) = 2.806 / 7.483
- E_LUMO (alpha / beta) (eV) = 6.77 / 6.78
- largest force on an atom (eV/A) = 1.91
- total charge = -2
- 2S+1 = 2
- expectation value of S² = 0.751
- E_HOMO (alpha / beta) (eV) = 3.97 / -0.70

Each line ends with the Mulliken charge.
Atoms and positions in Å:
C (1.89676, -1.86819, 0.22124)  -3.747
N (0.89378, -1.00752, 0.77386)  1.661
C (-0.14848, -1.66220, 1.53475)  -2.678
C (0.30257, -0.13226, -0.26838)  -0.269
C (-0.04454, 1.26729, 0.31335)  -1.019
O (-0.22409, 2.18286, -0.70405)  -0.761
H (2.68932, -1.33509, -0.34028)  0.388
H (1.52621, -2.50121, -0.60558)  0.698
H (2.44272, -2.43923, 0.92100)  0.976
H (-0.41866, -2.63061, 1.09809)  0.697
H (-0.99253, -1.01023, 1.61792)  -0.078
H (0.14774, -1.82812, 2.57322)  1.105
H (1.07456, 0.17648, -0.96168)  0.162
H (-0.48201, -0.49537, -0.93648)  0.475
H (0.79140, 1.60475, 0.88910)  0.394
H (-0.86045, 1.25664, 1.12417)  0.141
H (-2.67267, 0.85195, -1.01230)  0.241
H (-1.36967, 1.80093, -1.40855)  0.443
O (-2.34721, 1.39628, -1.72668)  -0.829

Forces on atoms 1 to 3 (eV/Å):
0.17 0.37 -1.87
-0.75 0.78 -1.02
0.93 -0.56 0.32



(3)
Density functional theory data (ωB97M-V/def2-TZVPD) for a cluster of 2 separate species, C4H12NO2 in total in a non-equilibrium geometry.

- ΔE to the lowest compared entry with this formula, charge and spin (eV) = 1.237
- energy (eV) = -9920.9927
- orbital gap (eV) = 11.049
- E_LUMO (eV) = -3.15
- largest force on an atom (eV/A) = 1.42
- total charge = +1
- 2S+1 = 1
- E_HOMO (eV) = -14.20

Each line ends with the Mulliken charge.
Atoms and positions in Å:
C (-0.60217, -0.40175, 0.56008)  -0.705
C (-1.09054, -0.72457, -0.84385)  -0.541
C (-0.82054, 0.42605, -1.80467)  -0.627
C (0.32593, 0.17100, -2.76584)  -0.039
O (1.31568, -0.37227, -2.33597)  -0.476
N (0.77204, 0.13159, 0.48093)  -0.235
H (-1.19223, 0.33060, 1.10506)  0.376
H (-0.52169, -1.33002, 1.12377)  0.372
H (-0.52313, -1.62186, -1.10110)  0.370
H (-2.11192, -1.01480, -0.86918)  0.396
H (-1.69849, 0.87204, -2.28585)  0.415
H (-0.46011, 1.35543, -1.33250)  0.297
H (0.28240, 0.59965, -3.77213)  0.406
H (1.37800, -0.45530, -0.11246)  0.364
H (1.14761, 0.22651, 1.42886)  0.307
H (0.89643, 1.03535, 0.02379)  0.320
H (0.77421, -0.49728, 4.05326)  0.327
H (1.18208, 0.85435, 4.63433)  0.318
O (0.94643, 0.41525, 3.81345)  -0.646

Forces on atoms 1 to 3 (eV/Å):
-0.68 -0.24 -0.13
1.13 0.29 0.25
-0.25 0.98 -0.94